The following is a DFT calculation (ωB97M-V/def2-TZVPD) of a molecular structure, C50H43Br2CsN9O3S2 in a non-equilibrium geometry.

## Properties
Energy above the lowest of the compared OMol25 structures with the same formula, charge and spin ... 137.6 kJ/mol
E_LUMO ... 1.31 eV
E_tot ... -234408.8766 eV
Max |F| ... 2.01 eV Å⁻¹
HOMO-LUMO gap ... 6.032 eV

The geometry in ORCA input format:
```
! RIJCOSX wB97M-V def2-TZVPD def2/J DEFGRID3
* xyz -1 1
Cs 1.663 -2.830 1.051
C -0.603 -5.992 0.808
C 0.589 -6.496 1.311
C 1.157 -5.892 2.413
C 0.543 -4.762 2.971
N -0.626 -4.297 2.515
C -1.174 -4.915 1.461
N 1.197 -4.185 4.064
C 1.281 -2.925 4.317
N 0.849 -1.835 3.603
C 1.243 -0.727 4.263
N 1.012 0.539 4.046
C 0.356 1.045 2.946
C -0.193 2.340 3.113
C -0.833 2.958 2.069
C -0.898 2.310 0.836
C -0.341 1.050 0.749
N 0.247 0.406 1.766
C 2.037 -1.103 5.488
C 2.691 -0.348 6.440
C 3.386 -1.030 7.440
C 3.416 -2.425 7.466
C 2.745 -3.172 6.499
C 2.057 -2.480 5.525
H -1.073 -6.429 -0.062
H 1.066 -7.351 0.850
H 2.076 -6.253 2.853
H -2.126 -4.511 1.132
H -0.094 2.807 4.086
H -1.269 3.944 2.195
H -1.375 2.766 -0.015
H -0.386 0.498 -0.189
H 2.663 0.735 6.400
H 3.913 -0.473 8.204
H 3.979 -2.929 8.243
H 2.758 -4.256 6.500
C 3.906 -3.178 -3.062
C 2.607 -3.079 -2.273
C 1.420 -2.849 -3.193
O 2.698 -2.002 -1.311
C 2.450 -4.422 -1.487
O 1.857 -5.343 -2.096
O 2.951 -4.443 -0.334
H 4.054 -2.278 -3.670
H 3.875 -4.048 -3.722
H 4.745 -3.281 -2.373
H 1.577 -1.949 -3.797
H 0.503 -2.723 -2.612
H 1.296 -3.707 -3.852
H 2.526 -1.174 -1.779
S 0.408 0.646 -3.329
C 0.548 2.157 -2.688
N -0.355 3.143 -2.873
C -0.142 4.485 -2.329
C 1.316 4.812 -2.441
N 2.088 3.816 -1.708
C 3.285 4.306 -1.018
C 2.974 5.385 -0.012
C 2.157 5.079 1.073
C 1.848 6.050 2.012
C 2.351 7.341 1.875
C 3.169 7.651 0.798
C 3.477 6.673 -0.143
C 1.789 2.505 -1.815
S 2.642 1.295 -1.108
C -1.557 2.962 -3.702
C -2.836 3.342 -2.993
C -3.339 2.497 -2.005
C -4.493 2.830 -1.313
C -5.167 4.010 -1.610
C -4.684 4.848 -2.606
C -3.521 4.512 -3.293
H -0.478 4.559 -1.292
H -0.726 5.189 -2.923
H 1.519 5.789 -2.008
H 1.611 4.831 -3.495
H 3.993 4.674 -1.767
H 3.739 3.452 -0.527
H 1.778 4.069 1.188
H 1.217 5.795 2.855
H 2.113 8.099 2.611
H 3.566 8.654 0.687
H 4.121 6.913 -0.984
H -1.592 1.915 -3.984
H -1.427 3.553 -4.613
H -2.820 1.569 -1.784
H -4.869 2.166 -0.544
H -6.070 4.270 -1.072
H -5.211 5.762 -2.850
H -3.144 5.167 -4.072
Br -4.246 -5.862 -5.343
C -3.204 -5.210 -3.901
C -1.924 -5.682 -3.707
C -1.201 -5.152 -2.641
N -1.705 -4.232 -1.816
C -2.946 -3.799 -2.017
C -3.743 -4.253 -3.062
C -3.446 -2.769 -1.040
C -4.807 -2.522 -0.880
C -5.184 -1.552 0.028
Br -7.022 -1.166 0.267
C -4.239 -0.871 0.767
C -2.910 -1.208 0.548
N -2.519 -2.120 -0.338
H -1.486 -6.427 -4.357
H -0.169 -5.455 -2.457
H -4.736 -3.866 -3.237
H -5.554 -3.081 -1.424
H -4.516 -0.122 1.496
H -2.123 -0.726 1.121
*
```

***

The following is a DFT calculation (ωB97M-V/def2-TZVPD) of 7 unconnected molecules or ions with the total composition C50H43N4O24P in a non-equilibrium geometry.

## Properties
SMILES ... C=CCc1cc([PH2]=N)c2nc(NCCC)cnc2c1.O=C1C=C(O)C(=O)C=C1O.O=C1C=C(O)C(=O)C=C1O.O=C1C=C(O)C(=O)C=C1O.O=C1C=C(O)C(=O)C=C1O.O=C1C=C(O)C(=O)C=C1O.O=C1C=C(O)C(=O)C=C1O
E_LUMO ... -1.78 eV
E_tot ... -116923.4163 eV
Max |F| ... 6.12 eV Å⁻¹
HOMO-LUMO gap ... 6.299 eV

The geometry in ORCA input format:
```
! RIJCOSX wB97M-V def2-TZVPD def2/J DEFGRID3
* xyz 0 1
C 4.342 -1.003 1.492
C 3.108 -1.723 1.491
C 1.795 -1.361 2.324
C 0.732 -0.468 1.513
C 0.781 -0.185 -0.027
C -0.354 0.685 -0.679
P -0.340 1.085 -2.550
N -0.262 -0.217 -3.480
C -1.551 1.266 0.190
N -2.559 2.016 -0.515
C -3.591 2.474 0.355
N -4.727 3.234 -0.249
C -5.542 2.159 -0.968
C -6.328 1.351 0.204
C -5.730 -0.121 0.496
C -3.584 2.225 1.893
N -2.600 1.505 2.632
C -1.598 1.017 1.718
C -0.430 0.146 2.346
H 4.787 -0.744 2.527
H 4.868 -0.751 0.501
H 3.069 -2.689 0.856
H 1.255 -2.343 2.611
H 2.046 -0.850 3.332
H 1.632 -0.628 -0.669
H 0.768 1.989 -2.752
H -1.541 1.830 -2.874
H 0.615 -0.092 -4.036
H -4.272 3.742 -1.041
H -4.875 1.427 -1.551
H -6.365 2.619 -1.633
H -6.334 2.043 1.126
H -7.409 1.209 -0.136
H -5.102 -0.546 -0.368
H -5.035 -0.120 1.418
H -6.633 -0.814 0.683
H -4.460 2.673 2.497
H -0.449 -0.038 3.487
O 7.574 -1.448 -3.470
C 7.440 -2.466 -2.812
C 8.225 -3.678 -3.069
C 8.037 -4.778 -2.337
O 8.761 -5.910 -2.563
C 7.027 -4.818 -1.241
O 6.869 -5.846 -0.605
C 6.258 -3.599 -0.969
C 6.449 -2.498 -1.699
O 5.744 -1.357 -1.456
H 8.953 -3.636 -3.868
H 8.439 -6.559 -1.907
H 5.541 -3.636 -0.160
H 6.062 -0.709 -2.115
O 8.633 1.703 7.779
C 8.304 1.245 6.699
C 9.174 0.349 5.927
C 8.785 -0.119 4.740
O 9.581 -0.954 4.014
C 7.465 0.249 4.154
O 7.150 -0.183 3.057
C 6.585 1.125 4.935
C 6.972 1.591 6.125
O 6.165 2.403 6.863
H 10.130 0.092 6.363
H 9.078 -1.148 3.198
H 5.622 1.370 4.507
H 6.671 2.603 7.675
O 2.077 0.459 -4.887
C 3.085 0.660 -5.548
C 3.947 1.826 -5.337
C 5.030 2.016 -6.094
O 5.842 3.093 -5.908
C 5.400 1.058 -7.176
O 6.387 1.273 -7.859
C 4.550 -0.121 -7.370
C 3.468 -0.311 -6.610
O 2.669 -1.400 -6.773
H 3.666 2.514 -4.550
H 6.550 3.003 -6.576
H 4.839 -0.818 -8.146
H 1.959 -1.304 -6.107
O -9.814 -1.839 6.768
C -8.817 -1.616 6.102
C -7.953 -0.455 6.345
C -6.879 -0.236 5.584
O -6.065 0.836 5.800
C -6.521 -1.152 4.464
O -5.543 -0.910 3.778
C -7.371 -2.325 4.235
C -8.443 -2.547 4.999
O -9.241 -3.634 4.800
H -8.225 0.203 7.160
H -5.365 0.772 5.120
H -7.090 -2.991 3.431
H -9.944 -3.566 5.476
O -7.674 4.079 -0.058
C -8.100 5.220 -0.053
C -9.413 5.573 -0.602
C -9.836 6.840 -0.591
O -11.055 7.182 -1.094
C -8.994 7.934 -0.029
O -9.404 9.082 -0.053
C -7.691 7.577 0.540
C -7.269 6.310 0.533
O -6.061 5.962 1.060
H -10.013 4.770 -1.008
H -11.124 8.150 -0.971
H -7.097 8.378 0.961
H -5.987 4.992 0.929
O 1.035 -6.435 -1.209
C 1.152 -5.626 -2.113
C 1.701 -4.283 -1.900
C 1.797 -3.418 -2.912
O 2.308 -2.169 -2.727
C 1.351 -3.782 -4.289
O 1.436 -2.963 -5.189
C 0.824 -5.133 -4.507
C 0.731 -5.998 -3.494
O 0.246 -7.257 -3.683
H 2.019 -4.032 -0.897
H 2.269 -1.738 -3.603
H 0.520 -5.390 -5.513
H 0.279 -7.682 -2.803
*
```